Here is 2 unconnected molecules or ions with the total composition C4H9FOS from OMol25. Energies are from the ωB97M-V functional and the def2-TZVPD basis.

Structure (XYZ):
```
16
Properties=species:S:1:pos:R:3:forces:R:3
C 2.4581 1.1957 0.4313 -1.2 -0.7 -0.5
C -0.4248 -1.8320 0.1452 -0.1 0.0 -0.1
C -2.2284 1.0025 -0.4344 1.9 -1.2 0.2
C -0.1979 -0.3759 0.3281 -1.3 1.1 0.2
O 1.8670 -0.7147 -1.2844 0.1 -1.0 -0.2
F -0.2274 0.0145 1.6316 0.0 -0.2 -0.2
S 1.3311 0.3124 -0.4277 0.7 2.0 -0.7
H 3.1525 0.5643 0.9576 0.2 -0.4 0.1
H 1.9679 1.9299 1.0502 -0.1 0.5 0.1
H 0.3645 -2.4044 0.6415 0.0 0.0 0.0
H -0.4103 -2.0639 -0.9164 0.0 -0.1 0.0
H -1.3799 -2.1192 0.5804 -0.1 0.0 0.0
H -2.4996 0.4158 -1.2893 -0.2 -0.1 -0.2
H -2.7954 0.8900 0.4624 -0.2 -0.1 0.4
H -1.7222 1.9310 -0.6102 0.1 0.3 0.0
H 0.7446 1.2538 -1.2659 0.0 -0.3 0.9
```
Positions in Å, forces in eV/Å.

Summary:
**E**: -730.84208 Eh
**Kohn-Sham gap (spin up / spin down)**: 0.2850 / 0.2925 Ha
**LUMO level (spin up / spin down)**: -0.62 / -0.36 eV
**Energy above the lowest of the compared OMol25 structures with the same formula, charge and spin**: 140.0 kcal per mole

Okay, here come the Mulliken numbers, in e, for every atom:
1. C -0.865
2. C -1.189
3. C -0.842
4. C 0.399
5. O -0.636
6. F -0.271
7. S 0.649
8. H 0.305
9. H 0.315
10. H 0.352
11. H 0.333
12. H 0.367
13. H 0.306
14. H 0.324
15. H 0.322
16. H 0.131